Version one
17
Properties=species:S:1:pos:R:3 method="wB97M-V/def2-TZVPD" lumo_energy_ev=-3.8 total_charge=+1 homo_energy_ev=-12.38 spin_multiplicity=1
C -2.6602 0.2972 2.2352
C -2.6594 0.1770 0.7195
S -0.9982 0.5333 0.0233
H -2.0909 -0.4959 2.7048
H -2.3358 1.2845 2.5577
H -3.6931 0.2437 2.5834
H -3.3253 0.9071 0.2762
H -2.9561 -0.8223 0.4011
H -0.8611 1.7422 0.5799
N 2.1908 0.2429 -0.7616
C 3.1273 -0.3403 -1.4624
N 2.9308 -1.4535 -2.1248
H 1.2013 0.1705 -1.0134
H 2.4285 1.0883 -0.2625
H 4.1241 0.0787 -1.4796
H 3.5500 -1.7444 -2.8674
H 2.0272 -1.9090 -2.1095

Version two
17
Properties=species:S:1:pos:R:3 method="wB97M-V/def2-TZVPD" lumo_energy_ev=-3.5 total_charge=+1 homo_energy_ev=-13.13 spin_multiplicity=1
C 2.0250 -1.2171 -0.5036
C 1.2352 0.9809 0.3506
C -2.6397 0.2822 -0.2314
N -3.9237 0.4764 -0.0088
N 0.9845 -0.4872 0.3957
S -1.8570 -1.1993 0.1585
H 2.0167 -1.1261 -1.6187
H 3.0427 -0.7887 -0.0990
H 1.9984 -2.1947 -0.0373
H 1.1903 1.3620 -0.6956
H 2.2318 1.0258 0.7467
H 0.5888 1.5023 0.8932
H -4.5127 -0.3174 0.1704
H -4.3768 1.2613 -0.3504
H -2.0921 1.1015 -0.5988
H 1.2483 -0.9041 1.2626
H -0.1728 -0.6827 0.3594

Which of them is least stable? Easy: version two.